{"formula": "C4H6N2O8", "method": "ωB97M-V with the def2-TZVPD basis set", "relative_energy_kcal_mol": 43.7, "homo_ev": -10.290, "max_force_ev_per_a": 3.22, "e_tot_ha": -867.1517, "gap_ev": 9.49, "smiles": "O=C/C(=C/O)[N+](=O)[O-].O=[N+]([O-])O.C=O", "elements": ["O", "C", "C", "C", "O", "N", "O", "O", "H", "H", "H", "O", "N", "O", "O", "H", "C", "O", "H", "H"], "coordinates": [[-3.4397, -0.7218, -1.8777], [-2.9285, -0.8659, -0.8086], [-2.2274, 0.2440, -0.1044], [-1.7207, 1.2972, -0.7913], [-1.2546, 2.4565, -0.3619], [-1.9748, 0.1956, 1.3244], [-2.0546, -0.8535, 1.9646], [-1.7038, 1.3115, 1.8608], [-3.0060, -1.7182, -0.2201], [-1.5554, 1.0906, -1.8637], [-1.4341, 2.6442, 0.5766], [-1.0900, -3.3299, 0.4437], [-0.1162, -2.6568, 0.4185], [0.9593, -2.9418, 0.8436], [-0.2228, -1.4245, -0.1227], [0.6902, -0.8961, -0.0609], [2.0232, 1.5160, 0.2775], [1.6386, 0.4186, 0.4658], [2.7722, 1.8289, 0.9181], [1.6477, 2.1228, -0.5058]], "lowdin_charge": [0.093, -0.214, -0.123, -0.073, 0.078, -0.297, 0.097, 0.019, 0.093, 0.162, 0.109, 0.127, -0.489, 0.112, 0.038, 0.142, -0.058, 0.027, 0.075, 0.084]}